No. 1
A cluster of 2 separate species, CH2ClNOS in total in a non-equilibrium geometry, computed with ωB97M-V/def2-TZVPD.

Each line ends with the natural charge from an NBO analysis.
Element x y z (Å)
C 0.003886 0.413595 -0.235123  -0.188
N -1.743488 0.664238 1.305808  -0.800
O -3.530324 2.216454 1.834878  -0.881
S -2.402048 1.972693 0.945317  1.326
Cl 0.182178 1.895299 -0.998633  0.097
H -0.498897 -0.356608 -0.788101  0.221
H 0.696801 0.170823 0.546322  0.225

Atoms 1-6, force components in eV/Å:
-2.45 0.73 1.86
2.30 -0.52 -1.95
-0.13 0.67 -0.34
-0.22 -0.79 0.74
0.37 0.11 -0.33
-0.03 -0.16 -0.09

The lowest unoccupied orbital energy (spin up / spin down) comes out at -1.6 / -1.3 eV. The strongest force on any atom comes out at 3.16 eV/A. The total energy is -1027.5357 hartree. Its HOMO-LUMO gap (spin up / spin down) is 8.1 / 8.7 eV. Its molar mass is 111.6 u.

No. 2
A structure of composition C63H38N9O2S3Tl, computed with ωB97M-V/def2-TZVPD.

Each line ends with the Löwdin charge.
Element x y z (Å)
Tl 0.119375 -0.127041 0.054822  1.132
C 5.282742 -1.080602 -5.559515  -0.086
C 4.141455 -0.293547 -5.571083  -0.074
C 3.279612 -0.301904 -4.484799  -0.052
C 3.545437 -1.093855 -3.370924  -0.212
C 4.687850 -1.891318 -3.375966  -0.035
C 5.551577 -1.883342 -4.459626  -0.073
C 2.623796 -1.099834 -2.202038  -0.086
C 3.103537 -0.612510 -0.975412  -0.254
C 4.444041 -0.132593 -0.756897  -0.003
C 4.514710 0.254934 0.532839  -0.004
C 3.211662 0.036523 1.135430  -0.229
C 2.886584 0.424744 2.437433  -0.020
C 4.025043 0.538691 3.400597  -0.145
C 4.080536 1.408785 4.494053  -0.024
C 5.160184 1.423855 5.361468  -0.076
C 6.216743 0.542674 5.196766  -0.086
C 6.154952 -0.377724 4.164925  -0.073
C 5.075036 -0.386272 3.296580  -0.046
C 1.528692 0.625777 2.859843  -0.217
N 0.508378 -0.112118 2.332147  0.052
C -0.626728 0.205265 3.041531  -0.262
C -1.825175 -0.518637 2.950790  -0.053
C -2.900422 -0.256716 3.949128  -0.208
C -3.925741 0.634113 3.657811  -0.008
C -4.946494 0.851370 4.570643  -0.055
C -4.948533 0.170885 5.778976  -0.082
C -3.931709 -0.726925 6.071906  -0.078
C -2.908892 -0.940492 5.160208  -0.029
C -2.092844 -1.486542 1.987080  -0.229
C -3.224576 -2.370077 1.985187  0.026
C -3.168627 -3.072971 0.826934  0.000
C -2.030217 -2.589104 0.097930  -0.272
N -1.355504 -1.686285 0.846478  0.054
C -1.744394 -2.912168 -1.247994  -0.089
C -0.659524 -2.442173 -1.951989  -0.222
C -0.353672 -2.765592 -3.319627  0.036
C 0.865072 -2.252048 -3.595651  0.024
C 1.341755 -1.608890 -2.398387  -0.225
N 0.400603 -1.732418 -1.412228  0.030
C -2.704841 -3.806653 -1.958340  -0.219
C -2.631648 -5.183497 -1.766699  -0.032
C -3.520929 -6.029641 -2.411999  -0.080
C -4.489154 -5.504162 -3.255800  -0.090
C -4.564175 -4.132623 -3.449542  -0.070
C -3.677050 -3.283778 -2.803773  -0.039
C -0.327449 1.209512 3.996154  0.015
C 1.007327 1.472638 3.888752  -0.004
N 2.381905 -0.490168 0.171181  0.052
H 5.956152 -1.075264 -6.405645  0.102
H 3.917984 0.326007 -6.429447  0.105
H 2.378363 0.299942 -4.507456  0.120
H 4.891359 -2.527464 -2.523862  0.124
H 6.431629 -2.512244 -4.449073  0.104
H 5.215362 -0.060600 -1.504066  0.117
H 5.351420 0.724217 1.019183  0.119
H 3.285855 2.100696 4.698678  0.080
H 5.162578 2.129155 6.182131  0.105
H 7.055263 0.551495 5.879530  0.103
H 6.934263 -1.118419 4.042433  0.106
H 5.022918 -1.177694 2.563139  0.118
H -3.949540 1.140375 2.701451  0.095
H -5.734047 1.547454 4.318564  0.102
H -5.746579 0.335388 6.491129  0.102
H -3.934095 -1.264240 7.010490  0.102
H -2.114483 -1.640982 5.384937  0.123
H -3.960508 -2.436744 2.768787  0.123
H -3.860479 -3.816629 0.470674  0.118
H -0.982528 -3.355630 -3.964128  0.123
H 1.420486 -2.340457 -4.513350  0.117
H -1.873831 -5.588000 -1.107210  0.123
H -3.456092 -7.098790 -2.256476  0.102
H -5.183778 -6.162562 -3.760584  0.100
H -5.323164 -3.717116 -4.099749  0.105
H -3.751686 -2.212949 -2.931241  0.073
H -1.037167 1.671466 4.662553  0.126
H 1.534786 2.236114 4.427445  0.090
S 2.210003 6.609027 3.041297  1.015
N 0.789343 5.844197 2.962324  -0.209
C 0.906893 4.909075 2.030446  -0.302
C -0.131482 3.984008 1.630618  -0.083
C -1.456407 4.092549 2.068064  0.046
C -2.380315 3.194122 1.603548  0.003
C -1.939479 2.132971 0.810414  -0.104
N -0.680283 2.001173 0.420065  0.055
C 0.214211 2.961218 0.752649  -0.136
C 1.496608 2.997233 0.031695  -0.147
N 1.626662 2.155572 -1.000347  0.122
C 2.687641 2.286949 -1.776811  -0.104
C 3.695080 3.226839 -1.556016  -0.022
C 3.591430 4.063019 -0.470338  0.019
C 2.459914 3.963226 0.339435  -0.081
C 2.184997 4.878649 1.425400  -0.303
N 3.016625 5.792318 1.903971  -0.213
H -1.731403 4.896055 2.737774  0.130
H -3.430076 3.259948 1.852283  0.081
H -2.614352 1.359107 0.472084  0.017
H 2.754514 1.614766 -2.620449  0.098
H 4.537489 3.276000 -2.230288  0.114
H 4.344624 4.805661 -0.245396  0.122
O -6.948351 3.521361 -0.049849  -0.290
S -6.117801 2.636306 0.713494  0.628
O -5.641151 3.115755 1.993882  -0.330
N -4.847593 2.092547 -0.157791  -0.102
C -4.896484 0.793721 -0.344249  -0.812
S -3.711653 -0.150486 -1.071621  0.732
C -6.105902 0.137414 0.263430  -0.229
C -6.444569 -1.205558 0.284869  -0.031
C -7.581625 -1.580699 0.986719  -0.066
C -8.356847 -0.636811 1.657327  -0.073
C -8.017766 0.709635 1.635294  -0.038
C -6.890691 1.061545 0.921095  -0.229
H -5.819365 -1.922770 -0.230318  0.091
H -7.870135 -2.622672 1.019271  0.103
H -9.232888 -0.960325 2.203470  0.103
H -8.613940 1.449448 2.151851  0.120

Atoms 1-6, force components in eV/Å:
0.31 -0.70 0.46
0.01 -0.01 0.01
0.02 0.01 -0.05
-0.06 0.01 0.00
0.10 -0.05 0.02
0.01 0.00 0.00

The lowest unoccupied orbital energy comes out at -1.7 eV. The strongest force on any atom comes out at 0.89 eV/A. The total energy is -4433.9176 hartree. Its HOMO-LUMO gap is 5.6 eV. Its molar mass is 1253.6 u.

No. 3
A cluster of 2 separate species, C6H14N2O2 in total in a non-equilibrium geometry, computed with ωB97M-V/def2-TZVPD.

Each line ends with the natural charge from an NBO analysis.
Element x y z (Å)
C -1.234419 1.729976 2.842210  -0.604
C -0.492029 0.463836 2.488260  -0.495
C -0.687379 -0.633693 3.525390  0.657
N -0.471629 -1.872813 3.128290  -0.805
O -0.712029 -0.321003 4.755670  -0.648
H -1.324429 2.424346 1.989941  0.215
H -0.701219 2.243706 3.659760  0.224
H -2.247438 1.469246 3.192090  0.213
H -0.734369 0.129707 1.461091  0.203
H 0.596381 0.661526 2.529880  0.231
H -0.256949 -2.130393 2.161810  0.399
H -0.338649 -2.553192 3.880580  0.410
C 1.766760 0.539346 -4.009997  -0.596
C 1.402760 -0.349663 -2.782498  -0.490
C -0.032409 -0.069533 -2.395088  0.647
N -0.921669 -0.975343 -2.210648  -0.790
O -0.323219 1.117996 -2.213108  -0.660
H 1.819990 1.608156 -3.742727  0.234
H 1.078940 0.424227 -4.864547  0.211
H 2.770950 0.203527 -4.318937  0.204
H 1.641600 -1.414623 -2.967628  0.198
H 1.954750 -0.033503 -1.876518  0.235
H -0.685149 -1.967723 -2.286648  0.393
H -1.869149 -0.694103 -1.946618  0.415

Atoms 1-6, force components in eV/Å:
-0.38 0.55 0.36
0.06 -0.30 -0.49
1.55 2.89 3.18
0.06 -2.27 -0.41
-0.67 -1.03 -2.99
0.13 -0.36 0.30

The lowest unoccupied orbital energy comes out at 0.3 eV. The strongest force on any atom comes out at 4.74 eV/A. The total energy is -497.0287 hartree. Its HOMO-LUMO gap is 9.9 eV. Its molar mass is 146.2 u. Its SMILES is CCC(N)=O.CCC(N)=O.

No. 4
A structure of composition C18H25ClHfN2 in a non-equilibrium geometry, computed with ωB97M-V/def2-TZVPD.

Each line ends with the natural charge from an NBO analysis.
Element x y z (Å)
C 0.003328 0.362443 -5.831299  0.643
C 1.368332 0.844938 -5.656619  -0.768
C -0.240003 -1.082388 -5.843929  -0.765
C -1.100109 1.308834 -5.888044  -0.768
Cl 0.263891 1.065839 -1.186529  -0.390
H -0.243110 -1.451163 -6.894905  0.335
H -1.206959 -1.351815 -5.362051  0.279
H 0.578187 -1.603142 -5.289682  0.269
H 1.843064 1.092432 -6.624522  0.335
H 1.977906 0.065455 -5.166688  0.267
H 1.387766 1.750202 -5.029172  0.284
H -1.286239 1.633547 -6.928209  0.336
H -0.855997 2.207288 -5.299645  0.279
H -2.028085 0.868356 -5.492569  0.274
C 1.628087 -2.087068 2.297305  -0.243
C 0.610917 -2.637207 1.474481  -0.243
C 0.831886 -2.196396 0.135948  -0.535
H -0.130592 -3.363914 1.801762  0.247
C 2.036464 -1.337950 0.151174  -0.396
C 2.465693 -1.279067 1.504363  -0.217
H 3.278415 -0.655474 1.841527  0.247
H 1.787821 -2.324792 3.341188  0.249
H 0.410452 -2.606879 -0.795005  0.271
H 2.652673 -1.063887 -0.728398  0.271
C -2.632927 0.408351 1.585842  -0.256
C -2.432123 -0.782607 2.328759  -0.244
C -2.038724 -1.811485 1.423259  -0.251
H -2.680461 -0.908558 3.378777  0.257
C -2.053790 -1.284103 0.110934  -0.488
C -2.467070 0.136992 0.203974  -0.398
H -2.811879 0.776704 -0.625504  0.274
H -2.903524 1.386910 1.959671  0.254
H -1.869356 -2.847807 1.695110  0.251
H -2.026315 -1.825612 -0.836454  0.268
Hf -0.094035 -0.165213 0.687840  1.865
C 1.071626 3.153836 5.197006  -0.421
N 0.706428 1.935585 4.509888  -0.307
C 0.372162 0.699077 5.079276  -0.049
C 0.143987 -0.114558 4.006880  -0.059
N 0.309455 0.608763 2.796399  -0.639
C 0.684570 1.833299 3.163995  0.239
H 0.307360 3.600547 5.848009  0.240
H 2.002428 3.113252 5.781082  0.238
H 1.253848 3.897380 4.406253  0.220
H 0.305514 0.505596 6.163391  0.267
H -0.112163 -1.170122 4.020839  0.245
H 0.931200 2.695572 2.584311  0.231

Atoms 1-6, force components in eV/Å:
-0.03 -0.17 0.03
0.57 -0.19 0.78
0.13 -0.63 0.92
-0.49 0.28 0.69
0.42 1.22 -1.43
-0.03 0.19 0.37

The lowest unoccupied orbital energy comes out at -8.0 eV. The strongest force on any atom comes out at 4.42 eV/A. The total energy is -1318.0834 hartree. Its HOMO-LUMO gap is 5.5 eV. Its molar mass is 483.4 u. The charge is +2.